The following is a DFT calculation (ωB97M-V/def2-TZVPD) of a 3-piece molecular cluster, C12H29FNO3S overall.

## Properties
**Gap between HOMO and LUMO**: 6.57 eV
**Lowest unoccupied orbital energy**: 2.358 eV
**Charge**: -1

```
47
C12H29FNO3S, DFT ωB97M-V/def2-TZVPD
O 3.2310 5.4369 -4.4993
S 3.3538 5.7888 -3.1143
O 3.9263 4.7841 -2.2572
F 4.4727 6.9254 -3.0575
N 2.1204 6.5627 -2.4643
O 0.9449 6.2856 -3.2764
H 0.6591 5.3989 -3.0369
C -2.1671 2.0391 0.6570
C -0.9127 1.2052 0.4136
C 0.3099 1.7042 1.1808
C 0.7636 3.1184 0.8130
C 1.0929 3.3258 -0.6639
C 2.2411 2.4600 -1.1681
H -2.0333 3.0691 0.3255
H -3.0212 1.6290 0.1148
H -2.4222 2.0564 1.7194
H -0.6955 1.1750 -0.6568
H -1.1116 0.1702 0.7133
H 1.1353 1.0048 1.0209
H 0.0901 1.6722 2.2545
H 1.6501 3.3615 1.4067
H -0.0033 3.8388 1.1132
H 1.3629 4.3750 -0.8166
H 0.1998 3.1464 -1.2736
H 3.1524 2.6640 -0.6059
H 2.4564 2.6877 -2.2093
H 2.0198 1.3898 -1.0957
C 0.0662 -6.4354 0.4988
C -1.3603 -5.9050 0.6113
C -1.5863 -4.5985 -0.1479
C -0.7385 -3.4200 0.3341
C -0.9067 -3.0701 1.8115
C -2.3268 -2.6501 2.1793
H 0.7898 -5.7395 0.9249
H 0.1734 -7.3834 1.0280
H 0.3368 -6.6030 -0.5456
H -1.6200 -5.7758 1.6655
H -2.0506 -6.6569 0.2195
H -2.6458 -4.3345 -0.0899
H -1.3766 -4.7649 -1.2091
H -0.9923 -2.5418 -0.2671
H 0.3172 -3.6214 0.1348
H -0.2228 -2.2518 2.0497
H -0.5996 -3.9131 2.4373
H -2.6350 -1.7844 1.5891
H -2.3895 -2.3751 3.2330
H -3.0483 -3.4502 2.0059
```

The following is a DFT calculation (ωB97M-V/def2-TZVPD) of a 8-piece molecular cluster, C25H59Cl2F6N3O12P overall at a distorted geometry.

## Properties
**Gap between HOMO and LUMO**: 8.21 eV
**Lowest unoccupied orbital energy**: 2.421 eV
**Energy above the lowest of the compared OMol25 structures with the same formula, charge and spin**: 0.083 eV
**Charge**: -1

```
108
C25H59Cl2F6N3O12P, DFT ωB97M-V/def2-TZVPD
P 7.7511 -29.7225 14.7442
F 8.7410 -28.7716 15.6058
F 6.5411 -28.7232 15.1051
F 8.1147 -28.7602 13.4896
F 6.7590 -30.5925 13.7704
F 8.9318 -30.7403 14.3047
F 7.3784 -30.6144 16.0809
C 9.7372 -25.5824 15.4635
C 10.4765 -25.9091 14.1720
C 11.4721 -27.0897 14.1702
O 11.9714 -27.2896 12.8635
C 13.0223 -28.2247 12.7757
N 9.4855 -26.1958 13.1118
H 9.1311 -26.4440 15.7579
H 9.0428 -24.7473 15.3824
H 10.4046 -25.4422 16.3222
H 11.0025 -24.9979 13.8641
H 10.8793 -28.0030 14.3309
H 12.1317 -27.0768 15.0473
H 12.7719 -29.1787 13.2536
H 13.8309 -27.7437 13.3444
H 13.3292 -28.3559 11.7411
H 8.8137 -25.4353 13.2295
H 8.9217 -26.9961 13.4011
C 6.0793 -30.9931 6.1619
C 7.1516 -31.7780 6.9445
C 6.6127 -32.2091 8.3108
O 6.6110 -31.0894 9.1476
C 6.6232 -31.4892 10.5302
N 7.7649 -32.8619 6.1990
H 5.3567 -31.7038 5.7475
H 6.4582 -30.4483 5.2922
H 5.6088 -30.2392 6.7943
H 7.9548 -31.0458 7.0701
H 7.3233 -32.9688 8.6619
H 5.6244 -32.6771 8.2068
H 5.8177 -32.1916 10.7626
H 6.5987 -30.5691 11.1029
H 7.5178 -32.0915 10.7170
H 7.0621 -33.5500 5.9408
H 8.1219 -32.4688 5.3355
C 8.0367 -26.7131 8.4588
C 8.7228 -26.7816 9.8178
C 9.4991 -28.1007 9.9750
O 10.1898 -28.2589 11.1869
C 10.1736 -29.6491 11.5072
N 9.6476 -25.6231 9.9168
H 8.8768 -26.6908 7.7565
H 7.4293 -25.8231 8.3336
H 7.4738 -27.6209 8.2208
H 7.9813 -26.7151 10.6164
H 10.1385 -28.2183 9.0903
H 8.6768 -28.8185 9.8602
H 10.5124 -29.9238 12.5065
H 10.9563 -30.1387 10.9115
H 9.1862 -30.0879 11.3750
H 9.0765 -24.7869 9.7764
H 10.1620 -25.5672 9.0359
C 12.0023 -26.3515 21.3600
C 11.4731 -27.6571 21.9275
O 10.2032 -27.9467 21.3593
C 10.2304 -28.6328 20.1984
O 11.2155 -29.0193 19.6463
O 8.9862 -28.7783 19.7762
C 8.8442 -29.5246 18.5821
H 13.0966 -26.3234 21.3942
H 11.7371 -25.4666 21.9399
H 11.7413 -26.2228 20.3112
H 11.3209 -27.5429 23.0001
H 12.1549 -28.4849 21.7330
H 9.0215 -28.9247 17.6943
H 7.8375 -29.9194 18.4479
H 9.4626 -30.4222 18.5362
C 4.1364 -25.0950 8.3084
C 2.9357 -25.6155 9.1132
O 3.1880 -25.6858 10.4935
C 3.9416 -26.6593 10.9925
O 4.2348 -27.6788 10.4378
O 4.2482 -26.3067 12.2534
C 5.0322 -27.1989 12.9924
H 3.7000 -24.7441 7.3749
H 4.7677 -25.9735 8.1980
H 4.7068 -24.3446 8.8525
H 2.6975 -26.5997 8.6962
H 2.0199 -25.0516 8.9365
H 5.2156 -26.7892 13.9845
H 6.0506 -27.2688 12.5883
H 4.7031 -28.2362 13.0785
C 7.0841 -34.0936 15.8929
C 8.1782 -33.5946 16.8392
O 8.6396 -34.7066 17.6548
C 8.1307 -34.8473 18.8811
O 7.3939 -34.0715 19.4133
O 8.6165 -36.0035 19.3348
C 8.4297 -36.3191 20.6993
H 6.2115 -34.4432 16.4477
H 7.3831 -34.8752 15.1948
H 6.7742 -33.2487 15.2728
H 7.7642 -32.8920 17.5553
H 8.9628 -33.3032 16.1481
H 8.8390 -37.3018 20.9098
H 7.4131 -36.2034 21.0766
H 8.9932 -35.6136 21.3191
C 4.2383 -30.2803 16.4195
Cl 2.7014 -31.1171 16.3643
Cl 4.6150 -29.6856 18.0435
H 5.0219 -30.9905 16.1841
H 4.1869 -29.4532 15.7224
```

The following is a DFT calculation (ωB97M-V/def2-TZVPD) of one molecule with the formula C4H5ClS2 at a distorted geometry.

## Properties
**Gap between HOMO and LUMO**: 8.12 eV
**Lowest unoccupied orbital energy**: -0.934 eV
**Energy above the lowest of the compared OMol25 structures with the same formula, charge and spin**: 0.898 eV
**Structure (SMILES)**: C=C(CCl)C(=S)S
**Charge**: 0

```
12
C4H5ClS2, DFT ωB97M-V/def2-TZVPD
C -1.1458 -0.4478 0.7724
C 0.0069 0.0393 -0.0862
C 0.3213 1.3089 -0.2963
C 0.9144 -1.0384 -0.6803
H -0.7098 1.5028 1.9082
H 0.9769 1.5159 -1.1643
H -0.2981 2.1063 0.0616
H 1.9766 -0.6757 -0.4974
H 0.7524 -1.9857 -0.1106
S -1.8010 0.6712 1.9270
S -1.7555 -1.9176 0.6093
Cl 0.7617 -1.0791 -2.4433
```

The following is a DFT calculation (ωB97M-V/def2-TZVPD) of a 5-piece molecular cluster, C3H14O4 overall at a distorted geometry.

## Properties
**Gap between HOMO and LUMO**: 9.95 eV
**Lowest unoccupied orbital energy**: 0.465 eV
**Energy above the lowest of the compared OMol25 structures with the same formula, charge and spin**: 1.519 eV
**Structure (SMILES)**: C=CC.O.O.O.O
**Charge**: 0

```
21
C3H14O4, DFT ωB97M-V/def2-TZVPD
C 3.0672 -0.7899 -1.0810
C 2.5137 -1.0257 0.3074
C 2.5186 -2.2347 0.8688
H 4.0568 -0.3590 -0.9278
H 2.3893 -0.2292 -1.7193
H 3.1683 -1.7518 -1.5674
H 2.3035 -0.1705 0.9383
H 2.0946 -2.4041 1.8482
H 2.7368 -3.0916 0.2289
H -1.6672 -0.4227 -1.5366
H -1.9399 1.0760 -1.6504
O -1.2269 0.4305 -1.5609
H -2.9391 4.3002 -1.9504
H -3.4847 3.7259 -0.6884
O -2.7367 3.6203 -1.2882
H -1.4341 -2.3122 0.4041
H -1.5582 -0.8998 1.0404
O -1.8668 -1.8136 1.1046
H -1.5315 0.9877 2.8272
H -2.6924 1.7826 2.2972
O -1.7711 1.5816 2.1054
```

Q: Which of these has the lowest gap between HOMO and LUMO?
A: C12H29FNO3S

Q: The lowest gap between HOMO and LUMO belongs to which entry?
A: C12H29FNO3S

Q: charge of number 1 (C12H29FNO3S)?
A: -1

Q: What is the charge in the second record?
A: -1